1.
Entry from OMol25: a 2-piece molecular cluster, C3H9NO3 overall (ωB97M-V/def2-TZVPD).

Results
SMILES string	CCNC(=O)O.O
frontier orbital gap	10.85	eV
total energy	-10890.45918	eV
maximum force	0.75	eV/A
HOMO energy	-10.11	eV
energy relative to the best compared isomer or geometry (same formula, charge and spin)	0.1223	eV

Geometry as ORCA input:
```
! wB97M-V def2-TZVPD RIJCOSX def2/J DEFGRID3
* xyz 0 1
C -1.64 -0.21 -0.39
N -0.46 0.57 -0.05
C 0.79 0.09 -0.01
O 1.62 0.94 0.67
O 1.21 -0.94 -0.49
C -2.58 -0.39 0.78
H -1.27 -1.15 -0.78
H -2.17 0.30 -1.20
H -0.60 1.35 0.57
H 2.31 0.34 0.99
H -3.40 -1.03 0.45
H -2.11 -0.85 1.65
H -3.02 0.55 1.11
H 4.04 0.87 -1.20
H 3.28 -0.45 -1.30
O 4.00 -0.01 -0.81
*
```



2.
Entry from OMol25: a 2-piece molecular cluster, C3H9NO3 overall at a distorted geometry (ωB97M-V/def2-TZVPD).

Results
SMILES string	NC(=O)CCO.O
frontier orbital gap	10.67	eV
total energy	-10888.02933	eV
maximum force	4.47	eV/A
HOMO energy	-10.20	eV
energy relative to the best compared isomer or geometry (same formula, charge and spin)	2.5521	eV

Geometry as ORCA input:
```
! wB97M-V def2-TZVPD RIJCOSX def2/J DEFGRID3
* xyz 0 1
C -1.19 0.29 -0.85
C -0.40 -0.84 -0.28
O 1.02 -1.08 -0.53
C -0.50 1.56 -1.48
N 0.32 2.33 -0.58
O -0.81 1.95 -2.61
H -2.00 0.57 -0.21
H -1.61 -0.13 -1.74
H -0.57 -0.76 0.88
H -0.76 -1.87 -0.79
H 1.14 -0.54 -1.41
H 0.62 3.13 -1.18
H 0.92 1.69 0.06
H 1.45 -2.67 4.25
H 1.68 -3.75 5.16
O 0.97 -3.13 4.97
*
```



3.
Entry from OMol25: a 2-piece molecular cluster, C3H9NO3 overall at a distorted geometry (ωB97M-V/def2-TZVPD).

Results
SMILES string	CCNC(=O)O.O
frontier orbital gap	10.50	eV
total energy	-10889.69343	eV
maximum force	1.61	eV/A
HOMO energy	-10.00	eV
energy relative to the best compared isomer or geometry (same formula, charge and spin)	0.8880	eV

Geometry as ORCA input:
```
! wB97M-V def2-TZVPD RIJCOSX def2/J DEFGRID3
* xyz 0 1
C -0.06 -0.66 1.03
N 0.21 -0.78 -0.40
C -0.52 -0.08 -1.30
O 0.02 0.04 -2.55
O -1.55 0.49 -1.02
C -0.15 -2.00 1.74
H -1.04 -0.22 1.18
H 0.67 0.04 1.43
H 1.02 -1.32 -0.63
H 0.03 -0.79 -3.03
H 0.64 -2.74 1.61
H -0.39 -1.79 2.79
H -1.13 -2.45 1.52
H 1.49 2.55 0.84
H 0.70 3.12 1.98
O 1.58 2.81 1.76
*
```



4.
Entry from OMol25: a 2-piece molecular cluster, C3H9NO3 overall at a distorted geometry (ωB97M-V/def2-TZVPD).

Results
SMILES string	CNC(=O)OC.O
frontier orbital gap	10.27	eV
total energy	-10889.52577	eV
maximum force	1.97	eV/A
HOMO energy	-9.56	eV
energy relative to the best compared isomer or geometry (same formula, charge and spin)	1.0557	eV

Geometry as ORCA input:
```
! wB97M-V def2-TZVPD RIJCOSX def2/J DEFGRID3
* xyz 0 1
C -1.15 1.54 1.59
C -0.35 0.46 -0.39
C 0.11 -0.89 -2.26
H 1.76 -1.97 0.78
H 1.99 -2.52 2.27
H -1.58 2.34 0.98
H -0.89 1.76 2.65
H -1.89 0.71 1.59
H 0.97 1.11 1.08
H 0.98 -1.35 -2.69
H -0.44 -0.28 -2.99
H -0.63 -1.58 -1.96
N -0.02 0.96 0.84
O 1.94 -1.72 1.71
O -1.53 0.40 -0.73
O 0.61 -0.13 -1.13
*
```



5.
Entry from OMol25: a 2-piece molecular cluster, C3H9NO3 overall at a distorted geometry (ωB97M-V/def2-TZVPD).

Results
SMILES string	C[C@@H](N)C(=O)O.O
frontier orbital gap	10.07	eV
total energy	-10889.49884	eV
maximum force	3.08	eV/A
HOMO energy	-9.75	eV
energy relative to the best compared isomer or geometry (same formula, charge and spin)	1.0826	eV

Geometry as ORCA input:
```
! wB97M-V def2-TZVPD RIJCOSX def2/J DEFGRID3
* xyz 0 1
H 1.74 -0.84 0.16
O 1.62 -2.10 -0.32
O 2.04 0.29 0.21
H 0.77 -1.78 -0.76
H 1.28 -2.69 0.37
C 1.00 1.07 0.32
O 1.01 2.27 0.43
C -0.34 0.26 0.24
H -0.18 -0.58 0.95
N -0.45 -0.46 -1.05
H -1.39 -0.69 -1.35
H -0.23 0.14 -1.84
C -1.52 1.15 0.59
H -2.35 0.44 0.56
H -1.42 1.53 1.60
H -1.57 1.98 -0.11
*
```



6.
Entry from OMol25: a 2-piece molecular cluster, C3H9NO3 overall at a distorted geometry (ωB97M-V/def2-TZVPD).

Results
SMILES string	O=CCNCO.O
frontier orbital gap	9.72	eV
total energy	-10888.32233	eV
maximum force	1.89	eV/A
HOMO energy	-9.16	eV
energy relative to the best compared isomer or geometry (same formula, charge and spin)	2.2591	eV

Geometry as ORCA input:
```
! wB97M-V def2-TZVPD RIJCOSX def2/J DEFGRID3
* xyz 0 1
O 1.45 -0.67 -2.23
C 0.94 -0.56 -1.14
C -0.49 -0.07 -1.03
N -1.19 -0.92 -0.08
C -0.81 -0.67 1.30
O -1.85 0.01 2.00
H 1.48 -0.92 -0.26
H -0.92 -0.11 -2.03
H -0.48 1.01 -0.79
H -2.18 -1.05 -0.16
H -0.78 -1.67 1.76
H 0.14 -0.16 1.41
H -1.48 0.72 2.55
H 1.50 2.81 -0.05
H 2.44 1.66 0.13
O 1.75 2.13 0.58
*
```



7.
Entry from OMol25: a 2-piece molecular cluster, C3H9NO3 overall at a distorted geometry (ωB97M-V/def2-TZVPD).

Results
SMILES string	CC(=O)NCO.O
frontier orbital gap	10.36	eV
total energy	-10889.00928	eV
maximum force	2.45	eV/A
HOMO energy	-9.87	eV
energy relative to the best compared isomer or geometry (same formula, charge and spin)	1.5722	eV

Geometry as ORCA input:
```
! wB97M-V def2-TZVPD RIJCOSX def2/J DEFGRID3
* xyz 0 1
O 0.69 1.68 -2.18
C 0.94 1.34 -1.06
N -0.01 1.40 -0.04
C -0.18 0.45 0.98
O -0.78 -0.69 0.42
C 2.31 0.93 -0.61
H -0.93 1.61 -0.44
H 0.71 0.17 1.56
H -0.77 0.88 1.80
H -1.13 -1.49 0.76
H 2.76 1.75 -0.06
H 2.36 0.04 0.01
H 2.94 0.74 -1.47
H -2.58 -2.28 0.31
H -3.64 -3.36 -0.03
O -2.69 -3.19 0.05
*
```



8.
Entry from OMol25: a 2-piece molecular cluster, C3H9NO3S overall at a distorted geometry (ωB97M-V/def2-TZVPD).

Results
frontier orbital gap	5.85	eV
total energy	-21717.98379	eV
maximum force	6.72	eV/A
HOMO energy	-9.58	eV
energy relative to the best compared isomer or geometry (same formula, charge and spin)	7.6465	eV

Geometry as ORCA input:
```
! wB97M-V def2-TZVPD RIJCOSX def2/J DEFGRID3
* xyz 0 1
O 1.09 -1.37 -0.55
C 0.84 -0.70 0.65
O 0.57 -1.36 1.71
C -0.48 0.18 0.46
C -1.72 -0.75 0.07
S -3.12 0.32 -0.52
N -0.18 1.33 -0.28
H 1.74 -0.05 0.74
H -0.83 0.47 1.46
H -1.34 -1.53 -0.58
H -2.05 -1.31 0.95
H -2.40 1.29 -1.08
H 0.83 1.13 -0.61
H -0.11 2.15 0.32
H 3.01 0.53 -1.24
H 1.91 -0.88 -0.84
O 2.24 0.54 -0.67
*
```



9.
Entry from OMol25: a 2-piece molecular cluster, C3H9NO3S overall at a distorted geometry (ωB97M-V/def2-TZVPD).

Results
frontier orbital gap (alpha / beta)	10.82 / 4.90	eV
total energy	-21716.55963	eV
maximum force	1.73	eV/A
HOMO energy (alpha / beta)	-14.42 / -13.92	eV
energy relative to the best compared isomer or geometry (same formula, charge and spin)	0.0000	eV

Geometry as ORCA input:
```
! wB97M-V def2-TZVPD RIJCOSX def2/J DEFGRID3
* xyz 1 2
C -0.86 0.87 0.68
C 0.50 1.54 0.29
S 0.87 3.10 1.06
N -0.95 -0.32 -0.13
C -0.69 -1.53 0.50
O -0.57 -2.50 -0.41
O -0.57 -1.66 1.69
H -1.65 1.55 0.40
H -0.88 0.52 1.71
H 1.38 0.91 0.51
H 0.63 1.72 -0.77
H 1.00 2.63 2.32
H -0.74 -0.28 -1.12
H -0.52 -3.38 0.01
H 0.64 -1.56 -1.75
H 1.39 -0.89 -2.92
O 1.01 -0.71 -2.05
*
```



10.
Entry from OMol25: a 2-piece molecular cluster, C3H9NO4 overall at a distorted geometry (ωB97M-V/def2-TZVPD).

Results
SMILES string	C=C(N)O.OC(O)O
frontier orbital gap	9.29	eV
total energy	-12936.52840	eV
maximum force	1.87	eV/A
HOMO energy	-8.53	eV
energy relative to the best compared isomer or geometry (same formula, charge and spin)	0.8763	eV

Geometry as ORCA input:
```
! wB97M-V def2-TZVPD RIJCOSX def2/J DEFGRID3
* xyz 0 1
C 2.06 0.33 -0.69
O 2.81 -0.82 -0.87
O 1.89 0.60 0.69
O 0.82 0.28 -1.25
H -0.18 1.32 0.41
H 2.26 -1.59 -0.66
H 2.76 0.65 1.10
H 2.63 1.13 -1.18
C -0.95 -0.96 0.50
C -1.70 0.19 0.49
N -3.03 0.23 0.23
O -1.15 1.41 0.59
H -3.39 1.11 -0.12
H -3.49 -0.61 -0.06
H -0.07 -0.99 1.13
H -1.45 -1.91 0.35
H 0.17 -0.36 -0.68
*
```



11.
Entry from OMol25: a 2-piece molecular cluster, C3H9NOS overall at a distorted geometry (ωB97M-V/def2-TZVPD).

Results
SMILES string	CCSN.C=O
frontier orbital gap	8.09	eV
total energy	-17627.56689	eV
maximum force	2.43	eV/A
HOMO energy	-7.47	eV
energy relative to the best compared isomer or geometry (same formula, charge and spin)	2.6380	eV

Geometry as ORCA input:
```
! wB97M-V def2-TZVPD RIJCOSX def2/J DEFGRID3
* xyz 0 1
C 1.95 -0.80 0.77
C -2.74 -0.90 0.25
C 1.20 -0.10 -0.34
N -0.36 1.94 -0.96
O -1.57 -1.06 -0.06
S 0.01 0.98 0.41
H 1.33 -1.46 1.32
H 2.80 -1.38 0.38
H 2.44 -0.12 1.50
H -3.19 -1.44 1.12
H -3.32 -0.28 -0.49
H -1.27 2.40 -0.98
H 0.48 -0.85 -0.81
H 1.78 0.52 -1.07
H 0.46 2.56 -1.04
*
```



12.
Entry from OMol25: one molecule with the formula C3H9NOS at a distorted geometry (ωB97M-V/def2-TZVPD).

Results
SMILES string	OCNCCS
frontier orbital gap	9.99	eV
total energy	-17629.03642	eV
maximum force	2.09	eV/A
HOMO energy	-9.15	eV
energy relative to the best compared isomer or geometry (same formula, charge and spin)	1.1684	eV

Geometry as ORCA input:
```
! wB97M-V def2-TZVPD RIJCOSX def2/J DEFGRID3
* xyz 0 1
C 0.58 -0.14 -0.53
C 1.74 0.79 -0.21
S 1.51 2.50 -0.83
N -0.36 -0.22 0.58
C -1.61 -0.89 0.27
O -1.87 -1.98 1.15
H 0.14 0.13 -1.50
H 1.01 -1.13 -0.69
H 2.65 0.47 -0.71
H 1.88 0.77 0.87
H 0.20 2.40 -1.07
H -0.51 0.71 0.94
H -2.44 -0.19 0.42
H -1.51 -1.36 -0.69
H -1.42 -1.87 1.98
*
```



13.
Entry from OMol25: one molecule with the formula C3H9NOS (ωB97M-V/def2-TZVPD).

Results
SMILES string	N[C@H](CO)CS
frontier orbital gap	9.54	eV
total energy	-17629.48703	eV
maximum force	0.84	eV/A
HOMO energy	-8.86	eV
energy relative to the best compared isomer or geometry (same formula, charge and spin)	0.7178	eV

Geometry as ORCA input:
```
! wB97M-V def2-TZVPD RIJCOSX def2/J DEFGRID3
* xyz 0 1
C 0.96 -0.93 -0.45
O 2.24 -0.93 0.18
C -0.10 -0.08 0.26
C -1.26 0.11 -0.73
S -2.76 0.81 0.03
N 0.34 1.22 0.78
H 1.12 -0.53 -1.47
H 0.58 -1.95 -0.58
H 2.15 -1.41 1.02
H -0.51 -0.69 1.08
H -1.55 -0.85 -1.17
H -0.95 0.81 -1.50
H -2.11 1.80 0.65
H 1.12 1.53 0.20
H 0.74 1.08 1.70
*
```



14.
Entry from OMol25: a 2-piece molecular cluster, C3H9NOS overall at a distorted geometry (ωB97M-V/def2-TZVPD).

Results
SMILES string	NC=O.CCS
frontier orbital gap	9.45	eV
total energy	-17629.26519	eV
maximum force	4.09	eV/A
HOMO energy	-8.70	eV
energy relative to the best compared isomer or geometry (same formula, charge and spin)	0.9396	eV

Geometry as ORCA input:
```
! wB97M-V def2-TZVPD RIJCOSX def2/J DEFGRID3
* xyz 0 1
C 1.75 -1.25 0.28
C 2.11 -0.01 -0.51
S 1.46 1.71 -0.01
H 2.60 -1.47 0.95
H 0.76 -1.17 0.83
H 1.68 -2.07 -0.36
H 1.77 -0.11 -1.57
H 3.20 0.17 -0.48
H 0.52 1.33 0.91
C -2.45 0.37 -0.63
N -2.95 0.52 0.70
O -1.52 -0.36 -1.02
H -2.95 1.00 -1.35
H -3.56 1.31 0.92
H -2.40 0.03 1.34
*
```



15.
Entry from OMol25: a 2-piece molecular cluster, C3H9NOS2 overall (ωB97M-V/def2-TZVPD).

Results
SMILES string	CSSC.NC=O
frontier orbital gap	9.66	eV
total energy	-28465.37670	eV
maximum force	0.88	eV/A
HOMO energy	-8.95	eV
energy relative to the best compared isomer or geometry (same formula, charge and spin)	0.0625	eV

Geometry as ORCA input:
```
! wB97M-V def2-TZVPD RIJCOSX def2/J DEFGRID3
* xyz 0 1
S -1.86 -0.39 1.63
S -1.09 1.35 0.92
C -0.52 -1.56 1.31
C -1.49 1.25 -0.84
H -0.84 -2.54 1.71
H 0.41 -1.26 1.83
H -0.31 -1.67 0.24
H -0.99 0.40 -1.33
H -2.57 1.17 -1.00
H -1.13 2.19 -1.31
O 0.69 -0.79 -1.44
C 1.71 -0.26 -1.02
N 1.75 0.63 0.00
H 2.72 -0.47 -1.45
H 0.88 0.90 0.47
H 2.64 1.04 0.30
*
```



16.
Entry from OMol25: C3H9NOSi as an isolated structure at a distorted geometry (ωB97M-V/def2-TZVPD).

Results
frontier orbital gap	10.26	eV
total energy	-14671.61419	eV
maximum force	3.16	eV/A
HOMO energy	-9.55	eV
energy relative to the best compared isomer or geometry (same formula, charge and spin)	0.7833	eV

Geometry as ORCA input:
```
! wB97M-V def2-TZVPD RIJCOSX def2/J DEFGRID3
* xyz 0 1
C -0.84 0.85 0.37
C -0.18 1.56 1.53
C 1.26 -0.60 -0.17
N -0.10 -0.05 -0.43
O -2.02 0.90 0.08
Si -1.26 -0.66 -1.59
H 0.00 0.69 2.34
H 0.84 2.04 1.47
H -0.90 2.24 2.04
H 1.85 -1.18 -0.94
H 1.91 0.29 0.05
H 1.15 -1.25 0.71
H -0.64 -1.68 -2.47
H -1.28 0.59 -2.45
H -2.49 -1.27 -0.95
*
```